C11H20CoN5O14P2 | ωB97M-V/def2-TZVPD

```
53
Properties=species:S:1:pos:R:3:forces:R:3:lowdin_spin:R:1
Co 0.711564 -0.007712 -0.583637 1.020 0.326 0.984 0.952
O 4.881309 -0.133636 -0.160299 -0.499 0.089 -0.098 0.004
C 3.728886 0.266422 -0.333374 0.470 -0.172 0.054 0.003
O 2.771216 -0.361359 -0.906728 0.082 -0.207 -0.298 0.031
C 3.392070 1.706854 0.083830 -0.355 -0.099 0.076 0.000
C 2.552278 2.389126 -1.009031 0.135 0.180 0.167 0.000
C 2.618221 3.910160 -0.840618 -0.119 -0.026 0.059 0.000
C 1.712789 4.122318 0.403065 0.016 -0.010 -0.067 0.000
C 1.287568 2.687216 0.720956 0.512 0.003 -0.025 0.000
O 1.190082 2.103424 -0.598472 -0.170 -0.129 0.030 0.006
C 2.456108 1.894464 1.339053 -0.014 -0.321 -0.271 0.000
C 1.904252 0.609735 1.983300 -0.148 -0.088 0.046 -0.001
O 2.155369 0.377128 3.163815 -0.091 0.152 -0.287 -0.002
O 1.111915 -0.106843 1.256697 -0.328 0.011 0.884 -0.009
H 4.346738 2.201206 0.234087 0.027 0.152 0.049 0.000
H 2.721587 2.019985 -2.014018 -0.119 -0.108 -0.031 0.000
H 3.642722 4.247020 -0.685600 -0.010 0.010 -0.023 0.000
H 2.213319 4.413809 -1.718786 0.007 0.013 0.018 0.000
H 2.231195 4.586044 1.243213 -0.013 -0.020 -0.025 0.000
H 0.839852 4.729799 0.157642 0.036 0.008 0.011 0.000
H 0.354293 2.578179 1.252377 -0.257 -0.052 0.012 0.000
H 2.950103 2.446005 2.132736 0.083 0.088 0.009 0.000
N -1.394343 1.175976 2.382202 0.862 -0.240 -0.119 0.000
N -2.606265 1.245477 1.687930 0.277 -0.547 0.275 0.001
C -2.654345 1.311905 0.351606 0.366 0.428 -0.960 0.004
N -3.916276 1.468018 -0.102861 -0.004 -0.220 0.030 0.002
N -1.582830 1.117228 -0.450141 -0.273 -0.047 2.286 0.016
N -1.730148 1.327936 -1.722197 0.828 -2.220 0.501 0.000
O -2.450536 2.157854 -2.124839 -1.839 2.991 -1.713 0.000
O -1.943127 -1.132368 -1.794207 -0.240 0.528 0.243 0.001
H -0.795176 0.386571 2.089492 -0.152 0.179 -0.043 0.000
H -1.603448 1.089300 3.365143 0.021 0.093 0.039 0.000
H -3.351267 0.660115 2.038261 -0.160 0.028 0.140 0.000
H -4.562232 1.909099 0.524624 -0.097 -0.027 0.048 0.000
H -3.996587 1.720088 -1.063226 -0.286 0.000 -0.370 0.000
C 0.538066 -1.549996 -4.851438 -0.199 -0.075 0.013 0.000
C -0.414497 -1.771848 -3.681363 -0.010 -0.018 0.315 0.000
O -1.402103 -2.760636 -4.024197 0.308 0.020 -0.139 0.000
P 0.573406 -2.423093 -2.202342 0.378 -0.575 0.197 0.002
O 0.265592 -3.992971 -2.320848 -0.246 0.112 -0.170 0.001
O 2.116507 -2.346958 -2.508237 -0.055 0.367 0.160 0.000
O 0.293882 -1.973658 -0.785154 -0.211 0.127 -0.307 0.003
P -1.089647 -0.191358 -2.927958 1.488 -2.801 -1.517 0.000
O -1.097535 0.779078 -4.256239 -0.358 0.398 0.511 0.000
O -2.723730 -0.663699 -2.998470 0.080 0.736 0.162 0.000
O 0.358575 0.065793 -2.370640 -0.764 1.130 -0.615 -0.013
H 1.074125 -2.471122 -5.091165 -0.017 0.040 -0.028 0.000
H 1.259988 -0.776151 -4.596464 0.000 -0.069 -0.018 0.000
H -0.038722 -1.228154 -5.721632 0.015 -0.032 0.052 0.000
H -2.247612 -2.371780 -3.759383 -0.078 0.084 0.051 0.000
H -0.573055 -4.082411 -2.816141 0.233 0.064 0.011 0.000
H 2.558562 -1.655593 -1.905668 -0.149 -0.210 -0.173 0.000
H -1.656171 1.553843 -4.109446 0.014 -0.044 -0.141 0.000
```
Positions in Å, forces in eV/Å.

Output
Multiplicity ... 2
HOMO (alpha / beta) ... -0.19759 / -0.20298 Eh
Total charge ... -1
<S²> ... 0.80
Relative energy (zero: lowest compared OMol25 entry of this formula, charge and spin) ... 402.4 kJ/mol
Kohn-Sham gap (alpha / beta) ... 6.6 / 6.8 eV